Entry 1:
{"formula": "C9H35MgN2O12", "method": "ωB97M-V with the def2-TZVPD basis set", "elements": ["Mg", "N", "O", "O", "O", "C", "C", "C", "C", "C", "C", "N", "O", "C", "C", "C", "H", "H", "H", "H", "H", "H", "H", "H", "H", "H", "H", "H", "H", "H", "H", "H", "H", "H", "H", "O", "H", "H", "O", "H", "H", "O", "H", "H", "O", "H", "H", "O", "H", "H", "O", "H", "H", "O", "H", "H", "O", "H", "H"], "xyz": [[12.578660, 16.555240, -30.343270], [12.776660, 14.048580, -28.344610], [11.859980, 13.371960, -27.868340], [12.505850, 15.017820, -29.076850], [13.927550, 13.833360, -28.012880], [19.045130, 16.185190, -28.631900], [17.776920, 16.177400, -29.405100], [18.029510, 16.753400, -30.800200], [18.563220, 15.806820, -31.880870], [17.745690, 14.512550, -31.907810], [17.550600, 13.862240, -30.462260], [17.066830, 14.879630, -29.505560], [16.767090, 14.379360, -28.289940], [16.392500, 12.918050, -30.710990], [18.838260, 13.102140, -29.993670], [16.783560, 17.205360, -28.832630], [19.556790, 17.145020, -28.560940], [19.761810, 15.488040, -29.066010], [18.938380, 15.909640, -27.582720], [17.180330, 17.275490, -31.241140], [18.757840, 17.563970, -30.825130], [19.609910, 15.718540, -31.589770], [18.483030, 16.226850, -32.883480], [18.115180, 13.722560, -32.561650], [16.775280, 14.755240, -32.340820], [15.475940, 13.460900, -30.941920], [16.473990, 12.254700, -31.572050], [16.195240, 12.196050, -29.918590], [19.715460, 13.316470, -30.604150], [19.147760, 13.308790, -28.969170], [18.713590, 12.019780, -29.961110], [17.275750, 18.153210, -28.614820], [16.358290, 16.833270, -27.900550], [15.959400, 17.367570, -29.527290], [15.809160, 14.329810, -28.251260], [13.679810, 17.467910, -28.792270], [13.954630, 18.384450, -28.766770], [13.797040, 17.157140, -27.894550], [10.761620, 11.931220, -25.465460], [11.158600, 11.073030, -25.316680], [11.353270, 12.366140, -26.079480], [11.542910, 15.329450, -31.473760], [12.017840, 14.784870, -32.101540], [10.619420, 15.176270, -31.673600], [13.976460, 10.917570, -29.184980], [13.572130, 11.209130, -30.002130], [13.898960, 11.669170, -28.597340], [14.153050, 15.805050, -31.272720], [14.055650, 15.342870, -32.105270], [14.989000, 15.496390, -30.923240], [10.968120, 17.430470, -29.588300], [10.980740, 18.323740, -29.244580], [10.141980, 17.063760, -29.273270], [9.927210, 13.011690, -30.098970], [10.821590, 12.858890, -30.403860], [9.602380, 13.720830, -30.653810], [14.344480, 14.031200, -25.142100], [13.637830, 13.394440, -25.035280], [14.504280, 14.056340, -26.085530]], "forces_ev_per_a": [[-0.02, -0.76, 1.94], [-2.95, -1.18, 2.23], [0.92, 0.67, -0.98], [-0.11, 1.11, -0.97], [2.84, -0.18, -0.28], [1.61, -1.33, 1.45], [-1.54, 2.85, -1.53], [0.21, 0.18, -2.43], [-0.04, -0.65, 0.60], [0.66, 0.38, 1.45], [-0.55, -0.58, -2.87], [3.05, -0.32, 0.95], [0.55, 0.62, -0.63], [-0.91, -1.36, 0.51], [0.32, 0.18, 0.82], [-0.50, -0.57, 0.94], [-0.52, 0.26, -0.61], [0.08, 0.05, 0.00], [-0.34, -0.31, -0.01], [-0.68, -0.28, 0.39], [0.08, 0.02, 0.94], [0.18, -0.80, -0.63], [0.32, 0.39, 0.20], [0.36, 0.08, 0.18], [-0.35, 0.08, 0.18], [-0.22, 0.17, 0.33], [0.81, 0.28, -0.22], [-0.13, 0.32, 0.38], [-0.27, 0.21, -0.24], [-0.28, 0.35, 0.06], [-0.49, 0.05, -0.44], [0.10, -0.13, -0.19], [0.07, 0.11, 0.22], [0.19, 0.05, 0.00], [-1.61, -0.65, 0.33], [-0.15, 0.45, -0.80], [0.22, 0.50, 0.02], [-0.19, -0.55, 0.43], [-0.04, 0.18, 0.19], [0.00, -0.30, 0.10], [0.04, 0.08, -0.30], [-0.10, 0.11, -0.99], [-0.04, -0.39, -0.24], [-0.48, 0.20, -0.01], [0.33, -0.07, -0.18], [-0.22, -0.15, -0.21], [-0.09, 0.20, 0.43], [0.13, 0.28, -0.58], [0.19, -0.03, -0.51], [0.39, 0.00, 0.42], [0.02, 0.43, -0.32], [-0.03, 0.48, 0.17], [-0.40, -0.50, 0.12], [-0.10, 0.12, -0.05], [0.23, -0.23, 0.12], [-0.45, -0.08, -0.04], [0.28, 0.42, 0.12], [-0.25, -0.23, 0.16], [-0.13, -0.20, -0.11]], "max_force_ev_per_a": 3.88, "spin_multiplicity": 2, "s2": 0.754, "e_tot_ev": -42876.92852, "lumo_energy_ev": [-7.00, -9.88], "total_charge": 2}

=====

Entry 2:
{"formula": "C16H17BrMoNO5", "method": "ωB97M-V with the def2-TZVPD basis set", "elements": ["Mo", "C", "C", "C", "C", "C", "Br", "N", "C", "H", "H", "H", "H", "H", "H", "C", "C", "C", "O", "H", "H", "H", "H", "H", "H", "O", "O", "C", "C", "C", "C", "C", "C", "C", "O", "O", "H", "H", "H", "H", "H"], "xyz": [[-0.404665, -1.274943, -1.404216], [-4.210642, 3.094478, -0.815484], [-3.996835, 1.616470, -0.969383], [-5.055584, 0.724294, -1.091031], [-4.827954, -0.637945, -1.234148], [-3.522666, -1.060400, -1.257093], [-2.990621, -2.873422, -1.405644], [-2.479369, -0.224784, -1.156240], [-2.716661, 1.080614, -1.003330], [-5.270459, 3.338778, -0.809631], [-3.741951, 3.639347, -1.635393], [-3.773673, 3.456764, 0.115517], [-6.072240, 1.095983, -1.072180], [-5.638929, -1.345625, -1.323775], [-1.838059, 1.711659, -0.923543], [-0.578022, 0.180152, 2.324349], [-0.613610, -1.277132, 1.993165], [-0.684057, -2.302796, 3.078945], [-0.561047, -1.648795, 0.823465], [-0.615064, 0.371122, 3.391683], [-1.419858, 0.671372, 1.829854], [0.326435, 0.603708, 1.880564], [-0.717013, -1.863686, 4.070474], [0.182587, -2.960832, 2.991353], [-1.567626, -2.922662, 2.914864], [-0.667295, -1.408815, -3.014785], [3.106717, 1.690220, 0.749837], [3.948078, 0.819842, 0.139887], [5.327711, 0.970613, 0.251975], [6.180033, 0.073930, -0.364343], [5.673024, -0.990711, -1.102081], [4.308201, -1.141340, -1.215156], [3.423810, -0.244334, -0.602864], [1.980416, -0.455958, -0.775925], [1.065526, 0.276923, -0.328413], [1.605428, -1.504815, -1.436764], [3.625402, 2.366510, 1.199914], [5.728462, 1.797423, 0.826784], [7.249497, 0.206894, -0.267987], [6.340099, -1.690658, -1.584627], [3.892475, -1.957460, -1.788601]], "forces_ev_per_a": [[0.65, 1.56, 0.38], [0.06, 0.01, 0.00], [-0.08, 0.01, 0.01], [0.05, -0.01, 0.00], [-0.15, -0.09, -0.02], [0.73, 0.09, 0.06], [-0.71, -0.13, 0.09], [-0.07, -0.45, 0.28], [0.09, 0.02, -0.11], [0.00, -0.01, 0.00], [0.00, 0.01, 0.01], [0.00, 0.01, 0.00], [-0.01, -0.02, -0.01], [0.00, 0.01, 0.00], [-0.02, 0.01, 0.00], [-0.06, -0.02, -0.11], [0.14, 0.15, 0.19], [0.02, -0.01, -0.09], [-0.29, -0.34, -0.27], [-0.01, 0.00, 0.00], [-0.01, 0.00, 0.02], [0.01, 0.01, 0.02], [0.00, 0.00, 0.00], [-0.01, 0.00, 0.00], [0.00, 0.00, 0.00], [-0.36, -0.20, -0.42], [-0.05, -0.06, -0.01], [0.02, 0.17, 0.12], [0.04, -0.08, -0.05], [-0.05, 0.05, 0.03], [-0.01, -0.04, -0.03], [0.00, -0.01, -0.02], [-0.13, 0.10, 0.04], [0.18, -0.08, 0.12], [-0.43, -0.07, -0.29], [0.46, -0.58, 0.07], [0.02, 0.00, -0.01], [-0.01, 0.01, 0.01], [0.00, 0.00, 0.00], [0.00, 0.00, 0.00], [0.00, 0.00, 0.01]], "max_force_ev_per_a": 1.73, "spin_multiplicity": 3, "s2": 2.016, "relative_energy_kcal_mol": 10.3, "e_tot_ev": -100489.05921, "lumo_energy_ev": [-3.41, -3.55], "total_charge": 1}

=====

Entry 3:
{"formula": "C3H3O3S", "method": "ωB97M-V with the def2-TZVPD basis set", "elements": ["C", "C", "C", "O", "O", "S", "O", "H", "H", "H"], "xyz": [[1.926690, 0.192052, -0.129343], [0.633359, 0.294552, 0.205433], [-0.244655, -0.767053, 0.108069], [0.119969, -2.264057, -0.192775], [-1.539864, -0.565414, 0.045328], [-2.236399, 0.897504, -0.093305], [-3.730934, 0.772041, -0.114736], [2.710193, 1.034921, -0.055707], [2.312502, -0.721430, -0.454709], [0.049139, 1.126882, 0.681743]], "forces_ev_per_a": [[0.55, 2.84, 0.81], [1.16, 2.05, 1.15], [-1.73, -10.50, -2.85], [-1.17, 7.77, 1.88], [2.27, -2.60, 0.50], [-0.58, 3.63, -0.50], [-0.41, -0.61, 0.23], [-1.65, -1.20, 0.07], [0.25, -1.41, -0.68], [1.31, 0.04, -0.60]], "max_force_ev_per_a": 11.02, "spin_multiplicity": 1, "relative_energy_kcal_mol": 100.7, "smiles": "C=CC(=O)OS[O-]", "e_tot_ev": -20134.10576, "lumo_energy_ev": [3.12, 3.12], "total_charge": -1}

=====

> What is the formula in the first record?

C9H35MgN2O12